(1)
Computed, not measured: one molecule with the formula C6H14N2 in a non-equilibrium geometry, with ωB97M-V/def2-TZVPD.

Results
**Energy relative to the best compared isomer or geometry (same formula, charge and spin)**: 24.7 kcal/mol
**E_HOMO**: -8.68 eV
**SMILES string**: NCCN1CCCC1
**Frontier orbital gap**: 9.7 eV

Structure (ORCA input):
```
! RIJCOSX wB97M-V def2-TZVPD def2/J DEFGRID3
* xyz 0 1
N 1.940 2.492 -1.304
C 1.896 1.165 -0.720
C 0.593 0.395 -1.076
N 0.261 -0.682 -0.170
C -1.004 -1.309 -0.623
C -1.700 -1.737 0.679
C -1.364 -0.634 1.682
C 0.034 -0.232 1.215
H 1.973 3.205 -0.598
H 1.139 2.720 -1.877
H 2.746 0.575 -1.078
H 1.995 1.226 0.356
H -0.163 1.185 -1.218
H 0.750 -0.020 -2.075
H -1.665 -0.624 -1.138
H -0.809 -2.228 -1.174
H -2.755 -1.998 0.562
H -1.245 -2.684 0.963
H -1.501 -1.019 2.688
H -2.108 0.141 1.573
H 0.253 0.803 1.438
H 0.736 -0.741 1.896
*
```



(2)
Computed, not measured: C11H20F12LiO9P2 as an isolated structure in a non-equilibrium geometry, with ωB97M-V/def2-TZVPD.

Results
**Energy relative to the best compared isomer or geometry (same formula, charge and spin)**: 0.0 kcal/mol
**E_HOMO (alpha / beta)**: -11.12 / -11.12 eV
**Frontier orbital gap (alpha / beta)**: 9.9 / 3.2 eV

Structure (ORCA input):
```
! RIJCOSX wB97M-V def2-TZVPD def2/J DEFGRID3
* xyz 0 2
Li 0.583 0.207 -1.038
P 1.231 2.576 -2.931
F 0.631 4.069 -2.837
F 0.072 2.276 -4.099
F 2.331 2.999 -4.107
F 1.768 1.028 -3.035
F 2.341 2.971 -1.862
F 0.294 2.089 -1.696
P 2.289 -2.523 0.351
F 3.247 -1.285 -0.073
F 3.632 -3.420 0.057
F 2.848 -2.265 1.875
F 1.337 -3.847 0.772
F 1.018 -1.494 0.665
F 1.692 -2.525 -1.118
C 3.502 2.233 3.474
C 4.383 2.767 2.348
O 3.714 2.380 1.183
C 2.560 1.791 1.467
O 1.829 1.368 0.606
O 2.425 1.564 2.830
H 2.992 3.044 3.994
H 3.905 1.593 4.258
H 5.378 2.338 2.466
H 4.379 3.855 2.284
C -1.684 -1.439 2.795
C -1.111 0.005 2.809
O -1.991 0.883 2.062
C -1.999 1.060 0.776
O -1.183 0.563 -0.013
O -3.016 1.943 0.533
C -3.540 1.933 -0.802
H -2.745 -1.404 3.043
H -1.211 -1.930 3.646
H -1.481 -1.941 1.849
H -0.073 -0.043 2.478
H -1.128 0.542 3.757
H -3.891 0.986 -1.211
H -2.717 2.277 -1.428
H -4.404 2.593 -0.881
C -2.101 -4.224 0.027
C -1.381 -3.102 -0.777
O -2.192 -2.390 -1.691
C -1.618 -1.419 -2.395
O -0.463 -1.020 -2.365
O -2.548 -0.851 -3.115
C -2.401 0.480 -3.538
H -1.507 -4.716 0.797
H -2.422 -4.977 -0.693
H -3.040 -3.966 0.517
H -0.577 -3.684 -1.227
H -0.912 -2.475 -0.019
H -1.861 0.662 -4.467
H -1.788 0.928 -2.756
H -3.394 0.931 -3.545
*
```



(3)
Computed, not measured: a 2-piece molecular cluster, C2H3BrF2O2 overall in a non-equilibrium geometry, with ωB97M-V/def2-TZVPD.

Results
**Energy relative to the best compared isomer or geometry (same formula, charge and spin)**: 66.9 kcal/mol
**E_HOMO**: -10.51 eV
**Frontier orbital gap**: 9.5 eV

Structure (ORCA input):
```
! RIJCOSX wB97M-V def2-TZVPD def2/J DEFGRID3
* xyz 0 1
C 0.416 0.699 -0.250
C -0.192 -0.376 0.642
O -0.488 1.377 -0.957
O 0.336 -1.556 0.915
F 1.465 0.015 -1.045
F -1.218 -0.945 -1.222
Br -1.535 0.314 1.723
H 0.927 1.435 0.374
H -0.878 0.980 -1.735
H -0.232 -2.225 1.510
*
```



(4)
Computed, not measured: C25H40F21Mg2N3O19S7 as an isolated structure in a non-equilibrium geometry, with ωB97M-V/def2-TZVPD.

Results
**E_HOMO**: -7.76 eV
**Frontier orbital gap**: 2.3 eV

Structure (ORCA input):
```
! RIJCOSX wB97M-V def2-TZVPD def2/J DEFGRID3
* xyz 0 1
Mg 0.302 -6.666 -2.301
Mg -5.116 -3.162 -0.937
C 5.677 8.660 -2.748
C 4.998 7.323 -2.496
C 5.967 6.316 -2.055
N 5.518 4.877 -2.254
C 3.958 4.579 -2.196
C 3.460 4.908 -0.761
C 4.146 4.021 0.250
C 5.682 4.142 0.181
C 6.242 3.933 -1.231
C 6.066 4.403 -3.637
H 4.845 9.310 -3.019
H 6.532 8.659 -3.424
H 6.168 9.154 -1.909
H 4.619 7.053 -3.481
H 4.083 7.455 -1.919
H 6.273 6.439 -1.016
H 6.895 6.321 -2.627
H 3.433 5.218 -2.907
H 3.849 3.561 -2.569
H 3.740 5.923 -0.477
H 2.380 4.880 -0.619
H 3.820 4.217 1.272
H 3.773 3.010 0.086
H 6.055 5.070 0.613
H 5.998 3.444 0.957
H 7.272 4.247 -1.398
H 6.052 2.908 -1.549
H 7.152 4.347 -3.702
H 5.834 5.089 -4.452
H 5.762 3.358 -3.696
C -1.184 -0.808 7.190
C -1.533 0.695 7.077
C -1.248 1.397 5.745
N -1.704 2.893 5.685
C -3.181 3.122 6.130
C -3.733 4.554 5.847
C -3.532 4.917 4.330
C -2.083 4.738 3.853
C -1.655 3.301 4.147
C -0.712 3.838 6.441
H -0.186 -1.074 6.841
H -1.847 -1.308 6.484
H -1.359 -1.226 8.182
H -1.188 1.299 7.916
H -2.606 0.662 7.264
H -1.717 0.837 4.936
H -0.179 1.457 5.542
H -3.829 2.380 5.663
H -3.235 3.003 7.212
H -4.803 4.551 6.051
H -3.244 5.293 6.482
H -4.197 4.210 3.834
H -3.822 5.917 4.006
H -1.979 4.839 2.773
H -1.410 5.481 4.280
H -2.349 2.591 3.697
H -0.656 3.163 3.733
H 0.195 3.778 5.841
H -0.523 3.427 7.433
H -1.116 4.849 6.492
C -6.915 2.970 -0.826
F -7.657 2.808 -1.983
F -5.678 3.456 -1.094
F -7.639 3.863 -0.112
S -6.834 1.393 0.273
O -6.160 1.801 1.470
O -8.222 0.907 0.500
O -6.117 0.309 -0.438
C 3.003 -11.149 1.322
F 3.002 -12.427 1.571
F 2.055 -10.660 2.129
F 4.227 -10.735 1.672
S 2.625 -10.700 -0.531
O 3.889 -10.759 -1.313
O 1.502 -11.579 -0.996
O 2.189 -9.288 -0.487
C -4.160 -8.975 1.395
F -5.400 -9.144 1.880
F -3.405 -8.303 2.285
F -3.526 -10.168 1.007
S -4.019 -7.868 -0.238
O -4.999 -8.431 -1.164
O -4.291 -6.472 0.048
O -2.631 -8.004 -0.713
C 5.438 -3.930 -4.610
F 6.707 -3.959 -4.634
F 5.003 -2.762 -4.194
F 4.975 -4.162 -5.823
S 4.787 -5.356 -3.504
O 5.373 -6.604 -3.997
O 5.296 -5.011 -2.168
O 3.333 -5.335 -3.473
C 0.743 -1.196 -1.034
F 2.039 -1.220 -0.746
F 0.186 0.006 -0.733
F 0.535 -1.408 -2.317
S -0.212 -2.532 0.015
O 0.080 -2.408 1.430
O -1.683 -2.243 -0.237
O 0.116 -3.874 -0.473
C -4.499 -5.541 -5.971
F -5.761 -5.433 -5.564
F -4.003 -6.669 -5.558
F -4.428 -5.501 -7.324
S -3.502 -4.031 -5.246
O -2.409 -4.522 -4.416
O -3.150 -3.198 -6.396
N -4.641 -3.081 -4.206
S -5.544 -2.307 -5.271
O -5.802 -2.959 -6.605
O -6.747 -2.022 -4.553
C -4.640 -0.610 -5.699
F -3.753 -0.273 -4.679
F -3.935 -0.862 -6.809
F -5.562 0.383 -5.944
*
```



(5)
Computed, not measured: one molecule with the formula C3H7N3O2 in a non-equilibrium geometry, with ωB97M-V/def2-TZVPD.

Results
**Energy relative to the best compared isomer or geometry (same formula, charge and spin)**: 153.9 kcal/mol
**E_HOMO**: -9.72 eV
**SMILES string**: [H]/N=[N+](\[O-])O/C(C)=N\C
**Frontier orbital gap**: 10.2 eV

Structure (ORCA input):
```
! RIJCOSX wB97M-V def2-TZVPD def2/J DEFGRID3
* xyz 0 1
C -0.052 0.646 -0.493
C -0.547 1.554 -1.579
C 0.195 0.343 1.914
N -0.264 1.017 0.685
N -0.431 -1.940 0.174
N 0.587 -1.699 -0.491
O 0.652 -0.382 -1.032
O 1.546 -2.373 -0.717
H -0.812 1.088 -2.490
H -1.514 1.998 -1.089
H 0.145 2.303 -1.769
H -0.167 -0.721 1.886
H -0.119 0.736 2.836
H 1.308 0.404 1.774
H -0.528 -2.975 0.389
*
```



(6)
Computed, not measured: one molecule with the formula C4H7NO2S in a non-equilibrium geometry, with ωB97M-V/def2-TZVPD.

Results
**Energy relative to the best compared isomer or geometry (same formula, charge and spin)**: 70.8 kcal/mol
**E_HOMO**: -9.46 eV
**Frontier orbital gap**: 10.1 eV

Structure (ORCA input):
```
! RIJCOSX wB97M-V def2-TZVPD def2/J DEFGRID3
* xyz 0 1
C -2.959 0.135 0.335
C -1.058 0.938 -1.016
C 0.067 0.643 -0.015
C 2.098 -0.955 0.964
N -2.269 0.478 -0.540
O -3.746 -0.396 0.960
O 1.042 -1.418 -1.579
S 0.608 -1.175 -0.204
H -0.619 0.344 -1.960
H -1.174 2.027 -1.164
H 0.853 1.381 -0.185
H -0.102 0.826 1.034
H 2.813 -0.081 0.867
H 1.721 -0.965 1.962
H 2.723 -1.781 0.541
*
```



Number 1: E -9428.41391 eV. Number 2: E -81560.07753 eV. Number 3: E -81692.07243 eV. Number 4: E -213732.30619 eV. Number 5: E -11784.63855 eV. Number 6: E -20679.66752 eV.